The following is a quantum chemistry calculation of a 2-piece molecular cluster, C4H11N3 overall in a non-equilibrium geometry, from OMol25.

XYZ file:
```
18
Properties=species:S:1:pos:R:3:forces:R:3
H 0.911 1.351 -0.081 1.46 -0.17 -0.02
C -1.205 0.712 1.060 -0.18 -0.99 -0.29
H 0.446 -1.763 0.492 -0.17 0.07 0.04
N -0.476 -1.537 0.868 0.34 0.14 -0.17
N -0.962 -0.376 0.242 -0.29 -0.11 0.32
H -1.880 -1.345 -1.375 -0.08 0.08 0.02
N -1.768 1.808 0.792 -0.03 0.90 -0.12
H -1.842 0.434 -1.478 -0.11 -0.06 0.05
H -2.046 1.934 -0.179 -0.02 -0.20 0.03
H -1.091 -2.329 0.694 -0.04 0.23 0.01
C 1.892 0.907 -0.402 -1.54 0.50 -0.13
C -1.291 -0.450 -1.163 0.43 0.11 0.10
H -0.371 -0.488 -1.758 -0.07 -0.08 -0.03
H 3.416 -0.501 -0.077 0.24 0.18 0.00
H 2.371 -0.100 1.377 -0.33 -0.29 0.05
H -0.862 0.534 2.072 0.05 -0.16 0.10
C 2.575 0.045 0.327 0.28 0.06 0.22
H 2.183 1.164 -1.411 0.05 -0.21 -0.18
```
Positions in Å, forces in eV/Å.

Properties
HOMO-LUMO gap = 0.356 Ha
Energy = -323.1883 hartree
HOMO = -8.8 eV
Energy above the lowest of the compared OMol25 structures with the same formula, charge and spin = 3.218 eV